1.
Below is a cluster of 2 separate species, C4H9ClFN in total, with properties calculated with ωB97M-V with the def2-TZVPD basis set.

HOMO-LUMO gap (spin up / spin down) in eV: 8.24 / 6.74
Total energy in a.u.: -772.44256
F_max in eV/A: 3.61
Net charge: 0
LUMO energy (spin up / spin down) in eV: 0.94 / 0.58
ΔE to the lowest compared entry with this formula, charge and spin in eV: 2.401
Molar mass in g mol⁻¹: 125.6
E_HOMO (spin up / spin down) in eV: -7.302 / -6.166

Element x y z (Å)
1 C 1.59932 -1.32302 1.07788
2 C -1.10562 1.83743 -0.01288
3 C 1.45003 -0.92922 -0.34698
4 C -1.21800 -0.40978 -1.00713
5 N -1.74734 0.56052 -0.22480
6 F -1.75695 -1.60215 -0.87394
7 Cl 2.23918 0.51841 -0.79786
8 H 0.71115 -1.03574 1.80235
9 H 1.70967 -2.36715 1.26759
10 H 2.47414 -0.72386 1.64442
11 H -1.61196 2.50202 0.74295
12 H 0.09481 1.80004 0.19478
13 H -1.35296 2.31154 -0.98900
14 H 1.51890 -1.48558 -1.24511
15 H -0.69783 -0.02311 -1.79618
16 H -2.30655 0.36962 0.56391

Here are the natural (NBO) charges for atoms 1 to 5, given in e: -0.69 -0.44 -0.31 0.39 -0.63

2.
Below is the molecule C9H12N2O2, with properties calculated with ωB97M-V with the def2-TZVPD basis set.

HOMO-LUMO gap in eV: 8.01
Total energy in a.u.: -610.02202
F_max in eV/A: 3.67
Net charge: 0
LUMO energy in eV: 0.66
ΔE to the lowest compared entry with this formula, charge and spin in eV: 2.771
SMILES: COc1ccc(/N=C(/C)NO)cc1
Molar mass in g mol⁻¹: 180.2
E_HOMO in eV: -7.355

Element x y z (Å)
1 C -4.39131 0.76424 0.32048
2 O -3.70663 -0.17893 -0.47374
3 C -2.40999 -0.36482 -0.24267
4 C -1.61582 -1.29102 -0.89531
5 C -0.23956 -1.42437 -0.75861
6 C 0.44884 -0.62507 0.16421
7 N 1.75185 -0.92583 0.39708
8 C 2.73565 -0.14339 0.04573
9 C 4.11813 -0.54402 0.51328
10 N 2.73896 0.97068 -0.67631
11 O 1.66380 1.67173 -0.96667
12 C -0.37341 0.11447 0.98918
13 C -1.70844 0.40924 0.70980
14 H -4.41631 0.38550 1.38935
15 H -5.42325 0.69931 -0.15564
16 H -3.94521 1.80266 0.08620
17 H -2.02997 -1.99556 -1.64078
18 H 0.30176 -2.15299 -1.44977
19 H 3.93472 -1.51252 0.99759
20 H 4.85647 -0.63018 -0.27385
21 H 4.60268 0.04575 1.32454
22 H 3.56197 1.52672 -0.59673
23 H 1.60082 1.63019 -1.93407
24 H 0.12373 0.63096 1.79592
25 H -2.17949 1.13725 1.33081

Here are the natural (NBO) charges for atoms 1 to 5, given in e: -0.27 -0.50 0.28 -0.27 -0.21

3.
Below is the molecule C10H13BrS, with properties calculated with ωB97M-V with the def2-TZVPD basis set.

HOMO-LUMO gap in eV: 8.46
Total energy in a.u.: -3360.88501
F_max in eV/A: 4.28
Net charge: 0
LUMO energy in eV: -0.34
ΔE to the lowest compared entry with this formula, charge and spin in eV: 2.212
SMILES: CC(C)(C)[C@]12C=CCC(Br)=C1S2
Molar mass in g mol⁻¹: 245.2
E_HOMO in eV: -8.795

Element x y z (Å)
1 C -1.44594 0.73888 -0.33746
2 C -0.29916 0.14180 -1.06339
3 C -0.80161 -0.64483 -2.32732
4 C 0.52764 1.29237 -1.66489
5 C 0.58598 -0.78595 -0.06208
6 C -0.26850 -1.50801 0.92445
7 C -0.33821 -1.08287 2.13110
8 C 0.46117 0.21933 2.55771
9 C 1.75859 0.30729 1.74500
10 Br 3.27908 0.71504 2.78539
11 C 1.76111 -0.32951 0.51079
12 S 2.00114 -1.64926 -1.04365
13 H -1.08172 1.68051 0.00717
14 H -2.32972 0.96299 -1.00006
15 H -1.67339 0.18353 0.55887
16 H -0.07642 -0.77367 -3.05972
17 H -1.75011 -0.13570 -2.74276
18 H -1.10221 -1.59365 -1.95052
19 H 1.11781 1.79479 -0.91914
20 H -0.19871 2.02742 -1.95924
21 H 1.07533 1.03795 -2.49036
22 H -0.73387 -2.43097 0.51365
23 H -1.01805 -1.36790 2.92835
24 H -0.18050 1.06975 2.32103
25 H 0.73025 0.13067 3.63710

Here are the natural (NBO) charges for atoms 1 to 5, given in e: -0.64 -0.02 -0.60 -0.61 -0.16

4.
Below is a structure of composition C20H23AsN3O2RhS, with properties calculated with ωB97M-V with the def2-TZVPD basis set.

HOMO-LUMO gap in eV: 6.74
Total energy in a.u.: -3835.15895
F_max in eV/A: 3.31
Net charge: 0
LUMO energy in eV: -0.77
ΔE to the lowest compared entry with this formula, charge and spin in eV: 2.175
Molar mass in g mol⁻¹: 547.3
E_HOMO in eV: -7.510

Element x y z (Å)
1 Rh -0.32906 0.01545 0.32000
2 O -1.39763 0.90161 -1.13369
3 C -2.32678 1.79451 -1.02220
4 C -3.04834 2.09495 -2.20397
5 C -4.02981 3.05899 -2.24842
6 C -4.31953 3.80631 -1.11060
7 C -3.62812 3.55895 0.05460
8 C -2.65950 2.55044 0.16107
9 C -2.07099 2.37032 1.45426
10 N -1.44367 1.31183 1.83898
11 C -0.86530 1.16949 3.13830
12 C 0.54006 0.50025 3.02555
13 N 0.51453 -0.54921 2.03999
14 C 0.77448 -1.81432 2.41076
15 C 0.31643 -2.96190 1.75169
16 C 0.80063 -4.24277 2.08980
17 C 0.28781 -5.38381 1.51696
18 C -0.76969 -5.30639 0.60706
19 C -1.27318 -4.07557 0.23497
20 C -0.74556 -2.87682 0.75269
21 O -1.22515 -1.74964 0.37874
22 H -2.81179 1.50582 -3.07797
23 H -4.56793 3.24228 -3.16724
24 H -5.08307 4.56902 -1.13071
25 H -3.85489 4.13116 0.94338
26 H -2.22264 3.19863 2.15681
27 H -0.78684 2.13416 3.66394
28 H -1.50177 0.49522 3.72324
29 H 1.25943 1.27446 2.73184
30 H 0.82618 0.10998 4.01021
31 H 1.36894 -1.95919 3.31251
32 H 1.60835 -4.30755 2.80251
33 H 0.69921 -6.34847 1.77740
34 H -1.18567 -6.20847 0.18428
35 H -2.09290 -4.00033 -0.46491
36 C 1.77835 1.53933 -2.92387
37 As 2.60671 0.00637 -2.04721
38 C 3.87012 -0.63626 -3.40439
39 C 3.82228 0.37299 -0.55809
40 S 1.25213 -1.53840 -1.63726
41 H 2.36485 2.44453 -2.78961
42 H 0.78330 1.68396 -2.50423
43 H 1.68590 1.29789 -3.98598
44 H 4.60192 0.13885 -3.63863
45 H 3.33192 -0.91415 -4.31220
46 H 4.38900 -1.51913 -3.02459
47 H 4.20756 1.38856 -0.61129
48 H 4.63969 -0.35174 -0.60964
49 H 3.27974 0.23753 0.37782
50 N 1.68569 2.35577 -0.00301
51 C 0.94462 1.48449 0.15034

Here are the natural (NBO) charges for atoms 1 to 5, given in e: 1.03 -0.70 0.50 -0.31 -0.15

Question: Look up the ΔE to the lowest compared entry with this formula, charge and spin of the fourth one.
Answer: 2.175 eV